Formula: C3H70INbO30P
Source: OMol25
Level of theory: ωB97M-V with the def2-TZVPD basis set

Geometry as XYZ:
```
106
Properties=species:S:1:pos:R:3:lowdin_charge:R:1
C 3.032 -0.023 2.282 -0.1380
C 1.887 0.698 3.004 -0.4618
C 0.738 -0.319 3.386 -0.8903
I -0.110 0.342 5.285 0.7509
Nb -0.714 -0.331 1.611 1.2036
P -2.834 0.081 3.046 0.3699
O -4.023 0.317 2.080 -0.6833
H 3.698 -0.540 2.974 0.0743
H 2.632 -0.727 1.561 0.0004
H 3.619 0.723 1.734 0.0649
H 2.229 1.211 3.903 0.0224
H 1.499 1.455 2.318 0.0229
H 1.246 -1.264 3.585 -0.0206
H -0.950 -2.115 1.899 -0.1100
H -1.798 -0.364 0.155 -0.1421
H -0.445 1.464 1.294 -0.1273
H 0.694 -0.710 0.522 -0.1085
H -2.801 1.217 3.895 -0.1234
H -3.169 -1.093 3.783 -0.0702
O -1.691 -3.997 0.754 -0.1290
H -1.354 -4.797 0.330 -0.0164
H -2.595 -4.222 1.006 -0.0056
O 2.813 -3.112 1.977 -0.0792
H 3.713 -3.298 1.693 0.0230
H 2.269 -3.448 1.257 0.0545
O -5.905 1.379 -0.528 -0.0627
H -5.435 1.179 0.297 0.0254
H -6.656 0.771 -0.518 0.0322
O 0.789 2.929 -0.380 -0.1063
H -0.058 3.312 -0.127 0.0213
H 1.217 3.633 -0.886 0.0056
O -3.036 2.601 6.238 -0.0975
H -2.142 2.372 5.951 -0.0643
H -3.598 2.273 5.529 0.0134
O 3.433 2.199 5.906 -0.0765
H 3.899 1.994 6.722 0.0292
H 2.677 1.597 5.904 -0.0350
O 3.828 -2.429 -0.491 -0.0537
H 4.651 -1.973 -0.691 0.0451
H 3.150 -1.739 -0.570 0.0154
O 3.180 3.691 2.014 -0.0568
H 3.251 3.005 2.689 0.0252
H 2.441 3.398 1.460 0.0200
O -4.055 -1.435 -0.761 -0.0969
H -4.078 -0.918 -1.572 0.0330
H -4.399 -0.834 -0.086 -0.0139
O -6.937 -1.520 -1.668 -0.0780
H -6.231 -1.773 -2.268 0.0271
H -6.665 -1.900 -0.819 -0.0157
O 0.183 5.072 -2.596 -0.0546
H -0.116 5.892 -2.186 0.0380
H -0.584 4.767 -3.097 0.0194
O 1.987 6.081 3.779 -0.0730
H 2.355 5.302 3.339 -0.0033
H 1.096 5.810 4.027 0.0209
O 1.990 -0.757 -2.188 -0.0838
H 1.361 -0.457 -2.855 0.0146
H 2.374 -1.558 -2.569 -0.0128
O 1.311 -4.582 4.209 -0.0707
H 1.750 -4.464 5.056 0.0295
H 1.858 -4.083 3.587 -0.0130
O 3.439 2.549 -2.342 -0.0605
H 2.687 2.348 -1.772 0.0083
H 4.154 2.736 -1.725 0.0318
O 1.784 7.605 -2.124 -0.0624
H 1.719 6.743 -2.551 0.0079
H 2.223 7.422 -1.286 0.0405
O -4.427 -5.297 0.654 -0.0557
H -5.056 -4.978 -0.004 0.0348
H -4.091 -6.124 0.295 0.0413
O 2.939 -3.102 -3.859 -0.0645
H 2.557 -3.877 -4.277 0.0250
H 3.849 -3.088 -4.175 0.0084
O -2.122 5.219 -4.692 -0.0467
H -2.972 5.599 -4.446 0.0461
H -1.687 5.913 -5.198 0.0467
O 4.215 -5.498 2.086 -0.0537
H 4.575 -6.284 1.664 0.0371
H 3.316 -5.738 2.339 0.0296
O -0.419 -6.599 0.321 -0.0438
H -0.500 -7.467 -0.086 0.0411
H -0.009 -6.764 1.177 0.0501
O 4.764 -1.571 -5.217 -0.0528
H 4.740 -1.039 -6.021 0.0272
H 4.386 -0.996 -4.540 0.0465
O 0.915 0.488 -4.922 -0.0456
H 1.749 0.940 -5.093 0.0388
H 0.250 1.181 -4.999 0.0423
O -7.290 2.376 -2.829 -0.0573
H -6.820 2.167 -2.006 0.0015
H -8.046 1.780 -2.831 0.0430
O 6.435 0.026 -7.457 -0.0570
H 6.858 0.120 -6.596 0.0375
H 6.992 0.528 -8.059 0.0353
O -6.109 3.459 -5.308 -0.0779
H -6.862 3.277 -4.730 0.0000
H -5.390 3.616 -4.689 0.0198
O -6.466 -3.089 0.774 -0.0429
H -7.212 -3.242 1.363 0.0565
H -5.722 -2.916 1.366 0.0610
O -0.707 4.501 6.035 -0.0676
H -1.466 4.325 6.604 0.0161
H 0.021 4.669 6.642 0.0369
O 3.781 -5.736 -4.286 -0.0446
H 4.494 -5.970 -4.889 0.0445
H 4.045 -6.111 -3.439 0.0491
```

## Properties
Maximum force in eV Å⁻¹: 2.453
E in Ha: -3109.267748
Total charge: -1
E_LUMO in eV: 1.60
Orbital gap in eV: 6.602
Energy above the lowest of the compared OMol25 structures with the same formula, charge and spin in eV: 0.707

Formula: C8H4HgNO5S
Source: OMol25
Level of theory: ωB97M-V with the def2-TZVPD basis set

Geometry as XYZ:
```
20
Properties=species:S:1:pos:R:3:lowdin_charge:R:1
O -0.094 5.027 -4.373 0.0185
C -0.008 3.937 -4.042 -0.0098
Hg 0.115 0.189 -0.907 0.9207
O -0.238 2.652 0.936 0.0786
C -0.162 2.532 -0.212 -0.0317
C -0.302 -1.609 -2.082 -0.3381
O -0.620 -2.682 -1.684 0.0214
C 2.700 1.098 -1.303 -0.0100
O 3.709 0.943 -0.779 0.0770
C -2.846 0.526 -0.857 -0.0080
O -3.907 0.788 -0.561 0.0934
H -0.077 -1.248 -3.137 0.0743
S -0.729 -2.748 2.826 1.0598
C 0.641 -1.805 3.411 -0.3319
C 0.973 -0.843 2.487 -0.2186
N 0.150 -0.843 1.362 -0.1430
C -0.765 -1.799 1.398 -0.4999
H 1.135 -1.970 4.359 0.0785
H 1.781 -0.118 2.558 0.1134
H -1.455 -2.026 0.598 0.0553
```

## Properties
Maximum force in eV Å⁻¹: 4.478
E in Ha: -1289.463296
Total charge: +1
E_LUMO (spin up / spin down) in eV: -5.33 / -5.33
Orbital gap (spin up / spin down) in eV: 7.279 / 7.278

Formula: C5H12NS
Source: OMol25
Level of theory: ωB97M-V with the def2-TZVPD basis set

Geometry as XYZ:
```
19
Properties=species:S:1:pos:R:3:lowdin_charge:R:1
C 0.461 -1.079 -3.144 -0.2534
C 1.148 0.351 2.598 -0.0981
C -0.980 1.192 -0.303 -0.0490
C -0.295 0.287 1.942 -0.1753
C -0.214 0.238 0.457 -0.4834
N 0.446 -0.668 -0.165 0.1340
S -0.757 -1.992 -3.820 0.9887
H 1.349 -1.748 -2.832 0.0930
H 1.798 -0.413 2.504 0.0054
H 1.843 1.255 2.476 0.1043
H 0.957 0.286 3.721 0.0956
H -0.956 1.179 -1.427 0.0782
H -0.936 2.256 -0.124 0.0849
H -2.029 0.888 0.157 0.1500
H -0.846 1.093 2.314 0.0789
H -0.753 -0.673 2.509 0.1735
H -1.564 -0.947 -4.323 -0.0087
H 0.924 -1.426 0.372 0.0885
H 0.404 -0.080 -2.911 -0.0072
```

## Properties
Maximum force in eV Å⁻¹: 4.890
E in Ha: -650.265451
Total charge: +1
E_LUMO (spin up / spin down) in eV: -6.51 / -6.51
Orbital gap (spin up / spin down) in eV: 6.880 / 6.881
Energy above the lowest of the compared OMol25 structures with the same formula, charge and spin in eV: 4.062

Formula: C5H15N2
Source: OMol25
Level of theory: ωB97M-V with the def2-TZVPD basis set

Geometry as XYZ:
```
22
Properties=species:S:1:pos:R:3:lowdin_charge:R:1
C 1.290 -1.610 1.513 -0.1238
C 1.183 -0.442 0.518 -0.3989
C 0.034 0.494 1.004 -0.1857
C -0.125 1.714 0.030 -0.1690
C -1.971 0.601 -1.266 -0.1456
N -0.587 1.040 -1.210 -0.1546
N 0.732 -1.095 -0.810 0.0166
H 1.609 -1.230 2.496 0.0781
H 1.786 -2.466 1.062 0.0565
H 0.286 -1.947 1.777 0.0645
H 2.063 0.134 0.250 0.1122
H 0.410 0.746 2.019 0.1228
H -0.916 -0.015 1.090 0.0878
H -0.957 2.253 0.504 0.1160
H 0.865 2.142 0.132 0.1149
H -2.340 0.229 -2.230 0.0803
H -2.111 -0.153 -0.478 0.0661
H -2.606 1.463 -1.079 0.0783
H -0.330 1.601 -2.014 0.1175
H 0.084 -0.149 -1.195 0.0465
H 0.102 -1.907 -0.686 0.0189
H 1.499 -1.403 -1.426 0.0005
```

## Properties
Maximum force in eV Å⁻¹: 4.194
E in Ha: -308.840817
Spin multiplicity: 2
E_LUMO (spin up / spin down) in eV: 0.88 / 0.66
Orbital gap (spin up / spin down) in eV: 3.368 / 10.557
Energy above the lowest of the compared OMol25 structures with the same formula, charge and spin in eV: 2.732

Formula: C15H27N8O3
Source: OMol25
Level of theory: ωB97M-V with the def2-TZVPD basis set

Geometry as XYZ:
```
53
Properties=species:S:1:pos:R:3:lowdin_charge:R:1
O 0.440 -3.588 -0.403 0.0974
O 1.718 1.030 -3.141 -0.0034
O -1.608 -1.062 -1.045 0.0548
N 3.855 1.439 0.870 0.0584
C -0.227 -3.700 0.586 -0.4919
C 2.258 0.794 -2.005 -0.5063
C -0.629 -0.810 -0.455 -0.4943
C 4.992 2.207 1.164 -0.1292
C 3.331 3.462 0.402 -0.0099
C 2.839 2.198 0.583 -0.3688
C -4.826 0.071 -0.672 -0.5395
N -6.027 -0.011 -0.939 0.1998
N 4.712 3.446 0.832 0.0718
N 3.511 0.715 -1.948 0.0361
N -4.428 0.659 0.484 0.1158
N 0.234 -0.075 -1.148 0.1750
N -0.774 -2.581 1.206 0.0655
N -4.132 -0.432 -1.600 0.2493
C -0.534 -5.013 1.376 0.0018
C 4.523 0.995 -2.998 0.0051
C -3.038 0.845 0.830 -0.1622
C -2.678 -0.220 1.863 -0.1539
C 1.501 1.651 0.178 -0.0553
C -1.137 -0.252 2.112 -0.0626
C 1.541 0.462 -0.764 -0.2377
C -0.411 -1.202 0.984 -0.1782
H 5.904 1.796 1.671 0.1436
H 2.739 4.300 0.229 0.0908
H -6.543 0.752 -0.530 0.1439
H -6.270 -0.288 -1.917 0.1753
H 5.211 4.282 1.092 0.1533
H 3.885 0.440 -1.018 0.1328
H -5.118 1.162 1.022 0.1635
H -0.015 0.000 -2.117 0.1487
H -1.354 -2.777 2.031 0.1363
H -4.472 -0.997 -2.392 0.1774
H -3.169 -0.525 -1.397 0.0490
H -1.525 -5.009 1.824 0.0639
H -0.394 -6.026 0.742 0.1384
H 0.169 -5.237 2.118 0.0455
H 5.340 0.340 -2.966 0.0598
H 3.920 0.992 -3.961 0.1133
H 4.947 1.981 -2.729 0.0914
H -2.474 0.728 -0.072 0.0995
H -2.788 1.824 1.097 0.1211
H -3.071 -1.255 1.645 0.1399
H -3.030 0.175 2.774 0.0941
H 0.894 2.410 -0.488 0.1816
H 1.137 1.346 1.112 0.0809
H -1.023 -0.674 3.078 0.0990
H -0.764 0.786 2.017 0.1095
H 2.172 -0.345 -0.340 0.1612
H 0.686 -1.206 1.121 0.1487
```

## Properties
Maximum force in eV Å⁻¹: 9.090
E in Ha: -1251.295614
Total charge: +1
E_LUMO in eV: -2.49
Orbital gap in eV: 8.495
Energy above the lowest of the compared OMol25 structures with the same formula, charge and spin in eV: 1.847

Question: Among the records above, which one has the lowest E?
Answer: C3H70INbO30P